[1]
55
Properties=species:S:1:pos:R:3:forces:R:3:lowdin_charge:R:1 method="wB97M-V/def2-TZVPD" total_energy_ev=-27192.8057 smiles=OCC[C@@H]1CN(CCCn2cccn2)CCN1C1CCCCC1 spin_multiplicity=1 charge=0
O 1.0112 2.2083 3.3077 0.174 0.523 0.168 -0.0691
N -0.1277 0.7726 -1.6353 -0.112 -0.073 -0.044 -0.1625
N 1.3607 4.2524 -0.9023 0.835 0.114 -0.117 0.0821
N -0.6074 -0.7167 0.8002 -0.183 0.016 -0.068 -0.1052
N 0.3499 3.8374 -1.6584 -0.520 0.235 0.324 -0.1736
C 1.0554 1.0513 1.1581 -0.182 -0.268 0.301 -0.1290
C -1.6351 0.0429 0.1278 -0.083 0.019 -0.264 -0.1398
C -0.8351 -2.1339 1.0119 0.331 -0.122 0.104 -0.3089
C 0.8724 0.9595 2.6705 0.011 -0.341 -0.362 -0.2667
C 0.8577 4.4549 0.3003 -0.212 -0.061 -0.086 -0.1772
C -0.1899 -2.5812 2.3307 -0.443 -0.096 -0.034 -0.1511
C -0.5125 4.1640 0.3258 -0.144 0.011 -0.109 -0.0838
C -0.3913 -3.0863 -0.1118 -0.427 0.011 0.048 -0.1532
C 1.1191 2.1439 -3.2929 -0.372 0.022 0.049 -0.1532
C 0.0972 1.0318 -3.0471 0.273 0.057 -0.046 -0.2032
C -0.7989 3.7673 -0.9601 -0.009 0.171 0.252 -0.0920
C -0.5856 -4.0164 2.6643 0.376 -0.030 -0.024 -0.2012
C 0.9054 -0.0803 -1.0758 0.149 -0.176 0.174 -0.1329
C -0.7892 -4.5218 0.2219 0.345 -0.044 -0.026 -0.2016
C 0.7224 -0.2663 0.4424 0.370 0.246 -0.024 -0.2806
C -1.4252 0.1738 -1.3844 -0.121 -0.003 0.238 -0.1708
C -0.1663 -4.9611 1.5425 -0.341 -0.050 0.040 -0.2109
C 0.5603 3.5498 -3.0484 0.449 -0.353 -0.463 -0.1392
H 0.4317 0.1153 -3.5678 -0.119 0.018 0.021 0.1209
H 2.0906 1.3218 0.9320 0.041 0.076 -0.061 0.1254
H 0.9223 -4.9532 1.4499 0.079 -0.046 0.003 0.1134
H -0.8554 1.3293 -3.4956 -0.014 -0.050 -0.021 0.1161
H -0.4688 -5.1892 -0.5818 -0.097 -0.016 -0.016 0.1084
H 1.5876 0.2358 3.0917 -0.123 -0.037 -0.020 0.1194
H 1.8297 2.6158 3.0029 -0.065 -0.024 0.047 0.0792
H -1.8776 -4.5875 0.2957 -0.073 -0.040 -0.035 0.1143
H -1.5152 -0.8159 -1.8702 -0.028 0.050 -0.013 0.1166
H -1.1788 4.2331 1.1607 -0.173 -0.014 0.136 0.0939
H -1.9200 -2.2457 1.1292 0.029 -0.014 0.006 0.1477
H -0.4746 -5.9819 1.7779 0.086 -0.041 0.003 0.1067
H 0.8966 -2.5181 2.2531 0.127 0.042 0.001 0.1124
H -0.3883 3.6747 -3.5775 0.061 0.055 0.063 0.1246
H 0.4150 1.8415 0.7711 0.069 0.051 -0.008 0.0804
H -0.5066 -1.9059 3.1260 0.035 0.075 0.006 0.1140
H -2.2017 0.8235 -1.7969 -0.011 -0.011 -0.036 0.1146
H -1.7171 3.4540 -1.4131 -0.183 -0.086 -0.133 0.1160
H 1.9901 2.0049 -2.6535 0.115 0.004 -0.056 0.1025
H 1.2787 4.2839 -3.4251 -0.200 -0.012 0.052 0.1225
H 1.8788 0.3797 -1.2552 0.034 -0.044 -0.006 0.1196
H 1.4813 4.8037 1.0995 0.162 0.074 0.131 0.0968
H 1.4379 -1.0235 0.7771 -0.017 -0.011 -0.060 0.1417
H -0.1382 0.6183 2.9000 0.111 -0.050 -0.023 0.1123
H 0.6929 -3.0342 -0.2323 0.091 0.060 -0.055 0.1144
H -1.6682 -4.0729 2.7993 -0.069 -0.017 0.060 0.1136
H 0.9013 -1.0676 -1.5751 0.005 0.057 -0.005 0.1179
H 1.4470 2.0877 -4.3324 0.077 0.017 -0.014 0.1111
H -0.8545 -2.7920 -1.0558 0.090 0.048 -0.032 0.1003
H -1.6411 1.0521 0.5520 -0.130 0.064 -0.069 0.1157
H -2.6070 -0.4138 0.3242 0.011 0.030 0.049 0.1230
H -0.1162 -4.3199 3.6023 -0.085 -0.015 0.052 0.1083

[2]
57
Properties=species:S:1:pos:R:3:forces:R:3:lowdin_charge:R:1 method="wB97M-V/def2-TZVPD" total_energy_ev=-40055.7026 spin_multiplicity=1 charge=0
S 0.4068 1.2107 2.2562 4.555 2.195 6.872 1.0664
O -1.5100 -3.8144 4.3854 12.410 -2.962 -3.373 -0.0948
O 2.3992 0.5013 0.2568 0.270 2.369 -0.963 0.0023
N -1.0793 0.9913 0.2160 5.656 5.880 4.693 0.0536
N 1.7234 2.1672 -1.2873 1.849 -1.354 4.682 0.0155
N -1.5435 0.0223 -0.2720 -9.388 -8.163 -9.665 0.0022
N -0.8697 -0.8971 1.5274 -0.280 5.958 -4.836 -0.0313
C 1.4497 0.1805 -2.7457 -8.209 9.687 13.803 0.0000
C 1.1801 2.3420 1.2222 -1.127 -1.116 -3.924 -0.3798
C -1.6112 -1.0416 0.4403 -2.214 -2.213 -0.958 -0.3663
C 2.3169 4.1767 -2.4865 -12.787 8.809 3.505 -0.2043
C 1.1470 3.6133 -1.4851 3.392 -4.461 -0.995 -0.2254
C -1.3191 -1.3664 3.9633 -4.626 -13.421 -6.379 0.0652
C -0.5101 0.4604 1.2582 -1.198 -2.206 1.644 -0.6932
C 2.3737 1.2444 -2.1973 -5.970 4.920 -8.219 -0.2282
C -1.0414 -2.6992 4.7792 0.565 7.609 2.303 -0.2963
C 2.6754 2.1198 -3.7211 -5.787 7.429 11.099 0.0378
C -2.6501 -4.1469 4.3723 -13.914 -4.421 2.194 -0.2761
C -0.2257 3.3202 -1.9791 -1.642 4.310 5.752 -0.0685
C 1.9818 1.6478 -0.0088 -3.899 -1.002 0.557 -0.3794
C -1.3609 -2.8320 -2.1444 3.022 0.566 1.111 -0.1432
C -0.5084 -1.8659 2.3360 6.050 6.064 9.573 -0.0850
C 3.2005 3.4697 -3.1646 5.335 -4.938 -3.755 -0.2798
C -2.4851 -2.2129 0.2680 -0.306 -5.357 -2.853 -0.0626
C -1.6017 -3.3858 -0.6552 0.017 1.530 -1.418 -0.2124
H 0.7430 -1.7337 2.6412 -3.516 -0.610 -1.051 0.2080
H 1.7303 2.3267 -4.0076 -2.719 -0.339 -2.122 0.0723
H 0.4121 3.0808 1.0726 -0.384 0.153 -1.351 0.0617
H 3.1044 0.7891 -1.7981 6.042 -2.456 2.809 0.0600
H 3.4827 4.0148 -4.0279 0.857 0.917 -0.741 0.1151
H 1.0637 4.1297 -0.5284 0.743 -0.190 -0.169 0.1173
H 3.3125 1.5635 -3.9669 8.927 -7.872 -5.517 -0.0103
H -0.5790 -3.3902 -0.2518 -0.468 -0.664 0.495 0.0731
H -0.6707 4.3959 -1.9055 -0.302 -1.933 -0.218 0.1277
H 1.6388 -0.2915 -3.4562 3.157 -7.524 -11.128 -0.0512
H 1.8841 2.9224 1.5876 3.595 2.290 3.167 0.0303
H -3.5120 -2.2419 -0.3493 2.316 1.053 1.752 0.1521
H -0.5852 -3.5449 -2.8012 -1.999 2.152 1.857 0.1215
H -3.2534 -3.4817 3.8212 -1.469 0.713 -1.546 0.0593
H 4.0759 3.3289 -2.5399 0.620 -0.410 -0.111 0.1370
H -2.3058 -2.8735 -2.5487 -2.043 -0.110 -1.649 -0.0052
H -2.5727 -2.9275 1.1582 -0.354 1.866 -0.648 0.1016
H -0.7314 -2.7464 2.0686 -1.663 -6.491 -1.975 0.0180
H -2.3281 -1.5314 3.4760 0.777 1.699 1.223 0.1185
H -1.0860 -1.6401 -2.1244 -0.219 -3.187 -0.090 0.0926
H -3.0584 -5.2780 4.0963 1.969 2.585 0.428 0.1606
H 1.0517 -0.2972 -1.8407 0.756 -1.399 -0.348 0.0716
H -0.8092 2.5233 -1.4575 0.653 1.113 0.236 0.0811
H -3.1178 -3.9660 5.4077 0.044 -0.551 -0.420 0.1152
H -0.0192 -2.6134 5.0170 1.678 -1.106 -0.245 0.1187
H -1.4651 -2.4466 5.7144 -0.945 0.102 1.887 0.1086
H 1.3827 4.7124 -3.2746 2.739 -1.322 1.268 0.1875
H 0.3414 0.7817 -2.7781 2.784 -1.431 -1.181 0.1561
H -2.1090 -4.4236 -0.7510 0.853 1.794 0.655 0.1142
H -0.8172 -0.6093 4.0859 4.365 8.219 2.006 -0.0360
H 2.4795 5.1677 -1.9719 1.306 -1.121 -0.698 0.1236
H -0.2209 3.0947 -2.9011 0.122 -1.653 -7.026 -0.0170

[3]
61
Properties=species:S:1:pos:R:3:forces:R:3:lowdin_charge:R:1 method="wB97M-V/def2-TZVPD" total_energy_ev=-38299.2365 smiles="Cc1cccc(COC(=O)OCB(O)O)c1.COCCOC.COCCOC" spin_multiplicity=1 charge=0
O -5.5939 -2.6608 -2.1768 0.617 1.555 2.146 0.0847
O -2.6499 0.0981 0.4691 1.068 0.765 -4.494 0.0981
O 4.0517 -2.5842 4.3410 -0.151 -0.313 -0.191 -0.1934
O -1.5644 5.5568 -0.0952 0.327 -0.142 -0.107 -0.1895
O -5.7469 -1.5797 0.0428 1.594 -0.648 -1.416 0.0840
O -1.3579 1.3024 -1.0007 -0.896 -2.572 -0.920 -0.0561
O -2.8835 -0.5462 -1.7386 1.309 2.541 1.085 -0.0364
O 1.7785 -3.0493 2.5030 0.066 0.286 0.246 -0.2078
O 0.8312 5.6949 -1.8276 -0.302 0.219 0.032 -0.1965
C -0.0243 0.8812 -0.5720 1.636 -1.040 0.418 -0.1403
C 1.4498 -3.1016 -2.7028 -1.265 3.051 1.952 -0.0281
C 0.0203 6.1897 -2.8839 0.111 -0.108 -0.004 -0.1119
C 3.7358 -3.7966 5.0077 0.024 0.148 0.127 -0.1139
C 0.5648 -3.2236 -1.4226 1.096 3.218 -1.019 -0.2081
C 0.0839 -4.6087 -0.7724 -0.747 1.305 -0.333 -0.0893
C 0.1265 -1.9058 -0.7455 1.190 0.933 -2.101 0.0120
C 0.6507 6.4267 -0.6160 0.232 -0.513 0.054 -0.1994
C 0.9104 -2.4411 3.4490 -0.014 -0.133 -0.114 -0.1094
C -0.2196 5.6568 0.3697 -0.357 0.501 -0.107 -0.1969
C -1.8547 4.2748 -0.6331 -0.133 0.095 0.074 -0.1130
C 0.4754 -0.4714 -1.2745 1.336 -2.686 -2.133 -0.1294
C 1.8435 -1.6814 -3.2510 -2.000 -0.293 2.790 -0.0605
C -2.3224 0.2866 -0.7327 -0.731 -1.185 4.115 -0.4185
C -4.3262 -0.3056 -1.8833 -1.163 0.685 -0.051 -0.0522
C 2.9166 -2.2375 2.2126 0.059 -0.560 -0.193 -0.1981
C 4.1590 -2.7541 2.9278 -0.083 0.555 0.195 -0.1970
C 1.3513 -0.3600 -2.5624 -0.914 -3.866 1.469 -0.0208
B -5.2371 -1.5519 -1.3043 -0.908 -1.736 0.130 -0.4188
H 1.4547 -2.0917 4.3304 -0.002 0.032 -0.042 0.0847
H 1.6440 6.5634 -0.1765 -0.024 0.026 0.034 0.1223
H 3.4821 -3.5599 6.0435 0.084 0.065 -0.116 0.0892
H -4.5217 -0.1635 -3.0046 0.353 -0.021 1.659 0.1342
H 0.0633 5.4771 -3.7093 0.086 0.013 0.100 0.0883
H -1.9209 3.5394 0.1732 0.041 -0.087 -0.082 0.0851
H -6.0743 -3.3463 -1.6530 0.418 0.854 -0.666 0.1038
H -0.1750 -4.4080 0.3363 0.711 -0.452 -1.766 0.0779
H -1.0222 6.3013 -2.5743 0.035 0.030 0.018 0.0843
H 0.1996 4.6649 0.5722 0.014 0.045 -0.108 0.1221
H -5.4819 -2.4133 0.5009 -0.562 0.952 -0.491 0.1139
H -0.5380 -1.9203 0.1952 1.207 -0.210 -1.573 0.1093
H 1.6394 0.6541 -3.0006 -0.462 -1.648 0.744 0.0952
H 5.0225 -2.1648 2.6019 -0.030 -0.026 -0.042 0.1237
H 2.5130 -1.6052 -4.1747 -1.151 -0.164 1.522 0.0815
H 2.7249 -1.1887 2.4658 0.047 -0.091 0.080 0.1260
H 0.8330 -5.4615 -0.8923 -1.071 1.306 0.160 0.0796
H 3.0819 -2.2970 1.1319 0.010 0.039 0.000 0.1219
H -0.2509 6.2074 1.3158 0.061 -0.015 -0.011 0.1235
H 4.6047 -4.4616 5.0037 -0.044 -0.118 0.003 0.0868
H -1.1022 3.9594 -1.3601 0.005 -0.007 0.059 0.0772
H 0.1766 -3.1843 3.7656 0.064 -0.001 -0.106 0.0889
H 4.3520 -3.8018 2.6727 -0.119 0.046 0.007 0.1253
H 0.4082 7.1526 -3.2312 -0.099 0.044 -0.038 0.0869
H 0.7534 1.6933 -0.8393 -1.720 -1.074 0.220 0.1387
H -0.0198 0.7799 0.5714 -0.125 -0.024 -1.643 0.1346
H 0.3821 -1.6023 2.9839 -0.026 0.075 0.096 0.0814
H -0.9255 -4.8583 -1.2820 1.721 0.091 0.733 0.0867
H 1.7924 -4.0726 -3.2017 -0.442 1.766 0.671 0.0915
H 0.2323 7.4194 -0.8166 -0.070 -0.112 0.026 0.1251
H -2.8224 4.3277 -1.1378 0.071 0.075 0.099 0.0934
H 2.8819 -4.3016 4.5486 0.041 -0.006 -0.036 0.0827
H -4.5556 0.6542 -1.2860 -0.026 -1.466 -1.163 0.1407

[4]
59
Properties=species:S:1:pos:R:3:forces:R:3:lowdin_charge:R:1 method="wB97M-V/def2-TZVPD" total_energy_ev=-53173.8441 spin_multiplicity=1 charge=+1
Cl 5.1598 -23.5167 9.4386 0.568 -2.810 -2.309 -0.0833
Cl 5.9820 -16.8064 12.4231 2.802 1.977 -1.153 0.0393
N 5.6815 -20.6894 11.5769 -2.941 4.750 -2.187 -0.0802
N 4.8060 -19.3668 9.8589 1.489 -5.292 3.884 -0.0924
N 4.7907 -19.3969 15.9007 -3.141 -1.321 3.911 -0.0586
N 4.0618 -20.7844 17.5364 0.209 0.836 -4.624 -0.0918
N 7.7121 -18.7376 7.7398 1.318 -3.531 1.946 -0.1162
N 7.9323 -20.3894 9.2431 -1.555 3.846 -2.016 -0.0643
C 4.6249 -21.5326 16.4509 0.435 0.304 2.091 0.0239
C 5.5740 -17.1456 9.1369 1.050 1.621 -2.128 -0.0868
C 4.5845 -18.2938 8.9852 -0.640 2.007 1.147 -0.1802
C 5.1269 -18.1467 15.2674 0.185 0.129 -1.913 -0.1555
C 5.0972 -20.6766 15.5060 -0.483 0.469 0.550 -0.0110
C 4.4530 -20.7371 9.5616 1.188 0.032 4.775 -0.0623
C 8.9756 -19.5369 9.4123 0.865 1.637 -3.028 0.0173
C 7.9044 -18.9249 5.2725 0.256 0.074 1.623 -0.0215
C 4.8735 -21.4846 10.7439 0.483 2.128 0.045 -0.2522
C 7.0576 -19.8506 8.2759 4.216 0.265 0.461 0.0554
C 6.4967 -20.8674 12.8270 -1.139 0.878 -1.601 0.0136
C 7.6768 -21.5136 10.0647 0.784 -1.365 -0.571 -0.0505
C 3.5012 -21.3458 18.7477 0.624 1.515 1.081 0.0070
C 7.4063 -18.1000 6.5189 -1.283 0.276 -2.374 -0.1972
C 8.9327 -18.5698 8.3629 -1.073 -1.980 2.549 0.0313
C 4.3387 -17.9744 13.9185 -2.029 -0.618 2.167 -0.2480
C 4.0599 -19.4870 17.0929 2.000 -1.337 -0.922 0.0545
C 5.4738 -19.3643 11.0596 0.445 -2.333 -1.708 -0.0662
H 3.7012 -18.6433 17.6639 -0.009 -0.019 -0.160 0.1620
H 4.5868 -18.7002 13.1440 0.312 0.304 0.328 0.0084
H 4.4618 -18.7806 8.0177 0.079 0.761 -0.340 0.1274
H 6.2248 -20.3938 7.8544 0.024 0.217 0.103 0.1582
H 5.6075 -20.8145 14.5642 -0.467 -0.066 1.193 0.0569
H 9.6488 -17.8016 8.1108 -0.305 0.033 0.001 0.1391
H 7.5646 -19.9558 5.3723 0.027 -0.020 -0.064 0.0763
H 3.2916 -18.2023 14.1182 -0.455 -0.288 0.637 0.0747
H 6.4329 -17.2213 8.4702 -0.307 -0.187 0.188 0.0333
H 3.6431 -17.8791 9.3457 -0.452 0.025 -0.724 0.1411
H 7.5679 -20.9362 12.6375 -0.308 -0.398 -0.029 0.0898
H 3.4290 -20.4392 19.3486 -0.211 -0.320 0.644 0.0984
H 6.3536 -19.8864 13.2800 0.218 -0.140 0.390 0.0683
H 8.0650 -21.3479 11.0697 -0.416 0.156 -0.380 0.0783
H 6.1022 -21.6818 13.4347 0.407 -0.182 -0.728 0.0963
H 4.8976 -22.5493 16.6922 -0.338 -0.138 -0.594 0.1341
H 5.0236 -22.5266 10.9851 -1.294 0.128 0.057 -0.0740
H 5.8827 -18.4552 11.4751 0.290 0.439 0.321 -0.0783
H 9.8122 -19.7095 10.0732 -0.330 -0.131 0.155 0.1376
H 6.6107 -21.6937 9.9264 1.086 -1.005 0.197 -0.0059
H 3.9462 -21.1168 8.6868 0.007 0.268 0.145 0.1020
H 2.5085 -21.7958 18.7448 0.286 -0.183 -0.758 0.1101
H 6.0344 -16.7183 10.0277 -0.680 -1.271 0.979 -0.0032
H 4.3165 -16.9550 13.5334 0.033 -0.680 0.549 -0.0395
H 7.9005 -17.1285 6.5194 -0.331 0.071 0.050 0.1357
H 4.9798 -17.3497 15.9963 -0.154 0.004 -0.252 0.1316
H 4.2853 -21.9577 19.1937 -0.389 -0.253 0.021 0.1095
H 6.3230 -17.9902 6.5693 -0.015 0.416 -0.623 0.1172
H 8.9801 -18.8931 5.4450 0.191 -0.382 -0.609 0.0752
H 6.1998 -18.2779 15.1268 0.110 0.731 -0.421 0.1169
H 7.6719 -18.5835 4.2638 -0.187 0.457 0.413 0.0849
H 5.1278 -16.2212 8.7702 -0.608 -0.099 -0.274 0.0910
H 8.3084 -22.3107 9.6727 -0.446 -0.408 -0.113 0.1227

Record-wise frontier orbital gap values, in eV: 8.7 8.1 8.9 6.6
Record-wise largest force on an atom values, in eV Å⁻¹: 0.9 18.8 4.7 6.7
Record-wise LUMO energy values, in eV: 0.83 0.57 0.22 -2.72